(1)
Entry from OMol25: a structure of composition C31H78HgN5O10S2 (wB97M-V/def2-TZVPD).

Properties
molar mass = 945.7 g mol⁻¹
HOMO-LUMO gap = 3.49 eV
charge = +1

```
127
Properties=species:S:1:pos:R:3:lowdin_charge:R:1
Hg -2.5334 3.9832 1.0123 1.279
C -0.1279 0.1072 0.4573 -0.025
C -0.4434 1.5354 0.8640 -0.549
C 0.9310 2.2101 1.1815 -0.046
O -1.2092 2.3239 0.0451 -0.258
H -0.0070 -0.6029 1.2754 0.091
H 0.8144 -0.0436 -0.0694 0.089
H -0.8727 -0.3623 -0.1851 0.043
H -1.0346 1.4662 1.7772 0.111
H 1.4148 1.7849 2.0608 0.071
H 0.7767 3.2759 1.3503 0.046
H 1.5669 2.1217 0.3007 0.089
C -3.4773 -0.1539 -3.8938 -0.046
C -2.9375 -0.9230 -2.6794 -0.399
C -1.7282 -1.8068 -2.8805 -0.164
O -1.7208 -2.4390 -4.2045 -0.192
C -0.7216 -3.4248 -4.3876 -0.095
N -2.8131 0.0909 -1.5957 0.064
H -3.7329 -0.8625 -4.6816 0.080
H -2.8351 0.6289 -4.2976 0.064
H -4.4128 0.3500 -3.6507 0.083
H -3.7777 -1.5362 -2.3536 0.125
H -1.7626 -2.6035 -2.1374 0.108
H -0.7872 -1.2861 -2.7032 0.109
H -0.7667 -3.8458 -5.3920 0.095
H -0.6904 -4.1003 -3.5327 0.084
H 0.2218 -2.8817 -4.4429 0.070
H -2.1153 -0.2902 -0.9728 0.003
H -2.4396 0.9207 -2.0339 0.027
C 1.6653 -3.2650 -0.7287 -0.041
C 2.9102 -4.1069 -1.2548 -0.423
C 2.8759 -4.3784 -2.7984 -0.148
O 2.8316 -3.0378 -3.3915 -0.215
C 3.3948 -2.8912 -4.6304 -0.143
N 4.1238 -3.4709 -0.9209 0.035
H 0.7792 -3.8988 -0.6914 0.059
H 1.3441 -2.4620 -1.3920 0.058
H 1.7553 -2.9059 0.2965 0.059
H 2.9135 -5.0722 -0.7484 0.130
H 2.0484 -5.0215 -3.0982 0.114
H 3.7129 -5.0444 -3.0081 0.118
H 2.9367 -2.0710 -5.1831 0.087
H 3.3183 -3.8092 -5.2131 0.092
H 4.4436 -2.6071 -4.5445 0.087
H 4.0283 -2.6129 -1.4453 0.070
H 4.7943 -3.8820 -1.5547 0.070
C 5.3271 4.3695 2.2778 -0.049
C 3.9166 4.8478 1.9389 -0.385
C 3.5009 4.7014 0.5078 -0.265
O 4.1715 5.5258 -0.4000 -0.170
C 3.5128 5.5385 -1.7056 -0.058
N 3.0710 3.9254 2.7666 0.028
H 5.4916 4.5029 3.3470 0.074
H 5.9772 5.0436 1.7201 0.081
H 5.4440 3.3096 2.0518 0.079
H 3.6930 5.8076 2.4046 0.143
H 2.4338 4.9231 0.5240 0.105
H 3.4314 3.6626 0.1850 0.118
H 3.3030 4.4835 -1.8821 0.076
H 4.1625 6.0187 -2.4373 0.093
H 2.5310 6.0066 -1.6354 0.077
H 3.2134 2.9563 2.5201 0.013
H 2.0669 4.0210 2.7160 0.042
C -4.2465 -4.7733 -0.7682 -0.038
C -3.2387 -5.7569 -0.0337 -0.399
C -2.7958 -5.1376 1.2743 -0.230
O -1.8190 -4.2142 0.8449 -0.211
C -0.9346 -3.7355 1.8818 -0.064
N -3.7921 -7.1061 0.0652 0.030
H -3.7637 -3.8590 -1.1133 0.050
H -5.0632 -4.5874 -0.0706 0.066
H -4.7849 -5.2761 -1.5716 0.069
H -2.3399 -5.9323 -0.6249 0.134
H -2.4900 -5.9292 1.9585 0.119
H -3.5542 -4.6252 1.8664 0.117
H -1.5159 -3.1141 2.5631 0.073
H -0.0692 -3.2181 1.4677 0.058
H -0.7013 -4.6243 2.4679 0.088
H -3.1865 -7.7785 -0.3833 0.069
H -4.0802 -7.4357 0.9754 0.067
C -2.5730 5.2528 -4.4918 -0.057
C -1.9487 3.9471 -4.0834 -0.467
C -0.4241 3.9742 -3.9951 -0.167
O 0.0604 2.7398 -4.4580 -0.197
C 0.2133 1.5480 -3.7127 -0.078
N -2.5030 3.6992 -2.8370 0.014
H -2.2324 5.9656 -3.7408 0.076
H -3.6602 5.2909 -4.4249 0.087
H -2.1867 5.6073 -5.4475 0.085
H -2.3730 3.1114 -4.6400 0.144
H -0.1061 4.1076 -2.9611 0.121
H 0.0946 4.7165 -4.6018 0.131
H 0.1054 0.6977 -4.3861 0.091
H -0.5863 1.3962 -2.9877 0.055
H 1.2493 1.5953 -3.3771 0.093
H -2.4885 4.4569 -2.1694 0.048
H -1.8107 3.1389 -2.3607 0.025
C 5.5886 0.2581 5.9950 -0.196
C 4.4807 1.1848 6.5617 -0.231
C 3.7225 1.7409 5.3484 -0.237
S 3.6023 0.3484 4.1432 0.686
O 3.9630 0.8871 2.8088 -0.361
O 2.3211 -0.2241 4.2779 -0.335
C 4.8337 -0.7360 5.0442 -0.165
H 6.1264 -0.1441 6.8535 0.114
H 6.2736 0.9736 5.5400 0.114
H 4.9523 1.9435 7.1861 0.120
H 3.6792 0.6146 7.0314 0.110
H 4.4112 2.4868 4.9517 0.079
H 2.8158 2.3335 5.4698 0.103
H 5.4738 -1.1807 4.2823 0.098
H 4.2443 -1.4579 5.6094 0.102
C -4.7078 -1.0451 3.1508 -0.216
C -5.4342 -0.1186 4.1026 -0.183
C -5.9742 1.2477 3.3776 -0.123
S -4.8352 1.3705 1.8398 0.718
O -3.9775 2.5175 1.8526 -0.515
O -5.6400 1.1806 0.6329 -0.302
C -3.9007 -0.1723 2.1730 -0.191
H -5.4338 -1.7117 2.6853 0.120
H -4.1385 -1.8114 3.6770 0.118
H -4.8135 0.1696 4.9510 0.110
H -6.3153 -0.5409 4.5858 0.114
H -6.0498 2.1304 4.0126 0.092
H -6.9671 1.1860 2.9323 0.090
H -3.0803 0.2024 2.7850 0.098
H -3.5778 -0.5184 1.1912 0.100
```

(2)
Entry from OMol25: a structure of composition C31H79AsF6MgN4O23 (wB97M-V/def2-TZVPD).

Properties
molar mass = 1089.2 g mol⁻¹
HOMO-LUMO gap = 7.56 eV
charge = 0

```
145
Properties=species:S:1:pos:R:3:lowdin_charge:R:1
Mg -1.6688 -1.6753 3.7977 0.733
N 0.3897 0.6031 4.3743 -0.597
O 0.8222 1.6327 3.8244 0.063
O 0.9631 0.1948 5.3411 0.024
O -0.5516 -0.0245 3.9650 -0.080
As -0.7862 -1.1375 0.3254 0.994
F 0.4499 -0.1404 1.1170 -0.210
F -0.0231 -1.0564 -1.2624 -0.250
F -2.0830 -2.0812 -0.4117 -0.246
F -1.6421 -1.3450 1.9262 -0.248
F -1.7464 0.3741 -0.0664 -0.259
F 0.0717 -2.6994 0.6941 -0.250
C -3.2383 -2.7354 -3.8118 0.033
N -4.6912 -2.8152 -4.0466 -0.411
O -5.2437 -3.8546 -3.7219 0.067
O -5.2032 -1.7565 -4.4757 0.047
H -2.7984 -1.9005 -4.3574 0.071
H -2.7970 -3.6727 -4.1508 0.104
H -3.0536 -2.6506 -2.7410 0.082
C -1.9942 1.1272 -3.1342 0.053
N -1.7973 2.2512 -4.1150 -0.397
O -2.7158 2.5131 -4.8582 0.070
O -0.6748 2.7995 -4.1508 0.024
H -2.4046 0.3330 -3.7578 0.080
H -2.8396 1.3417 -2.4806 0.098
H -1.1072 0.9033 -2.5415 0.074
C 3.3660 -1.1307 -0.4097 0.018
N 3.4878 -2.2881 -1.3031 -0.422
O 3.4207 -2.0699 -2.4974 0.070
O 3.8291 -3.3464 -0.7709 0.050
H 2.6601 -1.2877 0.4059 0.080
H 2.9494 -0.2583 -0.9131 0.077
H 4.3538 -0.8874 -0.0184 0.105
C 1.2025 1.3451 -6.2066 -0.067
O 0.4918 0.3955 -5.3609 -0.236
C 1.3162 -0.6125 -4.8652 -0.202
C 0.3767 -1.8314 -4.5637 -0.171
O -0.1438 -2.5111 -5.6849 -0.183
C -0.7949 -1.7437 -6.6320 -0.130
H 0.4804 2.0988 -6.5204 0.084
H 1.5886 0.8826 -7.1149 0.086
H 1.9664 1.8771 -5.6395 0.077
H 1.7422 -0.2911 -3.9148 0.096
H 2.1609 -0.8515 -5.5113 0.131
H -0.4979 -1.4270 -4.0541 0.093
H 0.8626 -2.5505 -3.9042 0.113
H -1.4835 -1.0274 -6.1839 0.080
H -1.5032 -2.3437 -7.2033 0.091
H -0.1075 -1.2369 -7.3093 0.091
C -0.3449 -5.7621 -3.8352 -0.110
O -1.2288 -6.1324 -2.8194 -0.192
C -0.7915 -5.6819 -1.5415 -0.190
C -1.6694 -6.2663 -0.4160 -0.190
O -2.7534 -5.4562 -0.0186 -0.237
C -3.7612 -5.1591 -1.0245 -0.042
H -0.3191 -4.6740 -3.8943 0.065
H -0.6999 -6.2085 -4.7641 0.097
H 0.6826 -6.0883 -3.6739 0.091
H -0.6958 -4.5972 -1.4938 0.122
H 0.1877 -6.1107 -1.3284 0.122
H -1.0924 -6.2451 0.5085 0.110
H -1.8422 -7.3216 -0.6271 0.129
H -4.5481 -4.6214 -0.4955 0.084
H -4.0454 -6.1035 -1.4886 0.102
H -3.2806 -4.4606 -1.7095 0.049
C 1.3187 -2.7796 3.1775 -0.027
O -0.1194 -2.8258 3.3522 -0.251
C -0.6408 -4.1408 3.4087 -0.172
C -2.0098 -4.2470 2.7539 -0.130
O -2.7975 -3.1732 3.3225 -0.222
C -4.1953 -3.4844 3.2461 -0.027
H 1.8167 -3.2590 4.0202 0.104
H 1.8066 -1.8084 3.0942 0.106
H 1.6611 -3.3406 2.3079 0.090
H -0.6108 -4.6285 4.3831 0.140
H 0.0613 -4.7554 2.8452 0.135
H -2.4033 -5.2506 2.9147 0.148
H -1.7470 -4.2090 1.6967 0.110
H -4.4317 -3.7854 2.2255 0.109
H -4.8722 -2.6459 3.4097 0.086
H -4.5538 -4.1818 4.0033 0.107
C 2.8438 6.1440 3.5403 -0.061
O 2.3702 5.0751 2.6431 -0.196
C 1.6694 5.6749 1.5270 -0.179
C 1.1557 4.5620 0.5942 -0.093
O 0.6849 3.4258 1.4659 -0.194
C -0.4203 2.7286 0.9936 -0.161
H 3.5166 6.7759 2.9605 0.072
H 3.3021 5.7237 4.4356 0.077
H 2.0026 6.7521 3.8729 0.080
H 2.3231 6.2810 0.8998 0.104
H 0.8447 6.2949 1.8787 0.116
H 1.9828 4.1792 -0.0036 0.089
H 0.2672 4.8603 0.0378 0.118
H -0.2904 2.3407 -0.0168 0.064
H -1.2892 3.3866 0.9991 0.080
H -0.7601 1.9931 1.7228 0.049
C 5.1795 5.8134 -0.0346 -0.094
O 4.0935 5.1961 -0.7000 -0.207
C 4.4225 4.7242 -2.0028 -0.181
C 3.2329 3.9690 -2.6419 -0.157
O 2.9348 2.7825 -1.8457 -0.204
C 1.7130 2.2175 -2.2514 -0.121
H 4.9525 5.9500 1.0228 0.081
H 5.2921 6.7657 -0.5528 0.083
H 6.1634 5.3983 -0.2529 0.085
H 5.2130 3.9814 -1.8960 0.125
H 4.6776 5.5064 -2.7177 0.124
H 3.5220 3.5477 -3.6048 0.116
H 2.3899 4.5899 -2.9450 0.126
H 1.7910 1.7719 -3.2431 0.063
H 0.8810 2.9200 -2.3003 0.077
H 1.5281 1.3598 -1.6047 0.070
C 3.4212 1.9569 1.0519 -0.077
O 3.1364 2.5591 2.3282 -0.168
C 4.3180 2.8449 2.9764 -0.211
C 3.9652 2.8139 4.5070 -0.176
O 2.6992 3.3678 4.7579 -0.198
C 2.3981 3.4736 6.0850 -0.155
H 4.0371 2.5943 0.4175 0.085
H 2.5596 1.6157 0.4779 0.064
H 3.9621 1.0111 1.0820 0.060
H 4.6947 3.8220 2.6739 0.111
H 5.0529 2.0566 2.8129 0.116
H 4.7890 3.2992 5.0304 0.114
H 3.9860 1.7727 4.8288 0.121
H 1.5005 4.0866 6.1661 0.089
H 3.1224 3.9804 6.7226 0.083
H 2.0407 2.5693 6.5775 0.080
C -4.1626 -0.5421 5.1397 -0.019
O -3.1906 -0.4737 4.0305 -0.255
C -3.3219 0.7361 3.1903 -0.109
C -4.4748 0.7132 2.1779 -0.170
O -4.3126 -0.5118 1.4444 -0.217
C -5.4663 -0.8501 0.6738 -0.085
H -4.2149 -1.4571 5.7297 0.099
H -5.1821 -0.3082 4.8333 0.096
H -3.8995 0.2260 5.8669 0.101
H -2.4618 0.8822 2.5369 0.100
H -3.4211 1.6461 3.7821 0.144
H -4.4944 1.5351 1.4623 0.136
H -5.4382 0.7501 2.6864 0.114
H -5.8121 -0.0031 0.0812 0.091
H -6.2588 -1.2669 1.2954 0.084
H -5.2034 -1.6196 -0.0520 0.081
```

(3)
Entry from OMol25: a cluster of 16 separate species, C31H79BrN16O32 in total (wB97M-V/def2-TZVPD).

Properties
molar mass = 1268.0 g mol⁻¹
HOMO-LUMO gap = 8.20 eV
charge = 0

```
159
Properties=species:S:1:pos:R:3:lowdin_charge:R:1
C 2.5488 -0.7309 3.8791 -0.101
O 1.4343 -1.3604 4.5071 -0.225
C 0.2861 -1.3609 3.6555 -0.217
C 0.4834 -2.3857 2.4842 -0.143
C 0.1054 -1.8240 1.0664 -0.179
C 0.6739 -0.3932 0.7764 -0.169
C 0.9062 -0.1305 -0.7686 -0.185
C -0.3515 0.4341 -1.4998 -0.200
C -1.4109 -0.6667 -1.8881 -0.177
C -0.8386 -1.6025 -3.0343 -0.187
C -0.7984 -3.0639 -2.5032 -0.213
C -0.2411 -4.1254 -3.5058 -0.188
C 1.0554 -3.6871 -4.2651 -0.185
C 2.3602 -4.4912 -3.9343 -0.142
C 3.0602 -4.1333 -2.5675 -0.336
N 2.1763 -3.9790 -1.4013 0.072
C 3.9900 -2.8887 -2.6490 -0.171
O 3.3794 -1.7674 -3.3002 -0.224
C 4.2927 -0.7597 -3.5836 -0.579
Br 4.5443 0.4414 -2.0204 0.662
H 3.0398 -1.4162 3.1531 0.092
H 2.2224 0.1895 3.3444 0.069
H 3.2857 -0.4680 4.6674 0.088
H -0.5547 -1.7256 4.2851 0.126
H 0.0322 -0.3337 3.3177 0.098
H 1.4964 -2.8322 2.4612 0.113
H -0.2122 -3.2358 2.6800 0.104
H -0.9870 -1.8949 0.9206 0.076
H 0.5819 -2.5082 0.3250 0.083
H 1.5899 -0.1595 1.3549 0.092
H -0.1032 0.3496 1.0763 0.091
H 1.8087 0.5037 -0.8666 0.057
H 1.1371 -1.1179 -1.2255 0.080
H 0.0014 0.8812 -2.4634 0.100
H -0.8233 1.2730 -0.9338 0.100
H -2.2765 -0.1139 -2.3089 0.102
H -1.7547 -1.2352 -1.0037 0.085
H -1.4349 -1.4647 -3.9579 0.114
H 0.1718 -1.1839 -3.2569 0.089
H -1.8627 -3.3478 -2.2996 0.117
H -0.3023 -3.0996 -1.5146 0.060
H -1.0183 -4.3993 -4.2507 0.106
H -0.0125 -5.0631 -2.9552 0.085
H 1.3005 -2.6120 -4.1747 0.083
H 0.8542 -3.8641 -5.3498 0.107
H 3.1077 -4.3521 -4.7541 0.095
H 2.1521 -5.5868 -3.9184 0.115
H 3.7328 -4.9919 -2.3274 0.134
H 1.4481 -4.6860 -1.3433 0.034
H 1.8011 -3.0373 -1.4287 0.035
H 4.1752 -2.5826 -1.5872 0.122
H 4.9885 -3.0887 -3.0925 0.111
H 5.2405 -1.1822 -3.9716 0.089
H 3.8683 -0.1254 -4.3861 0.064
C -2.1461 -5.7637 0.6774 0.041
N -1.0821 -6.1974 -0.2644 -0.417
O -0.2428 -5.3766 -0.5731 0.031
O -1.1260 -7.3377 -0.6646 0.081
H -1.9754 -4.7255 0.9397 0.063
H -3.0986 -5.8821 0.1693 0.098
H -2.0885 -6.4001 1.5567 0.109
C 0.6719 0.6596 7.2211 0.063
N 0.2657 2.0273 6.8174 -0.439
O 0.9708 2.9511 7.1529 0.049
O -0.7481 2.1262 6.1635 0.061
H 1.5905 0.7147 7.7974 0.089
H -0.1330 0.2407 7.8199 0.105
H 0.8232 0.0808 6.3097 0.083
C 5.2743 3.6470 -3.4866 0.008
N 5.2009 4.7036 -4.5277 -0.457
O 5.6753 5.7861 -4.2655 0.068
O 4.6673 4.4055 -5.5740 0.051
H 5.7732 4.0523 -2.6123 0.095
H 4.2556 3.3508 -3.2487 0.064
H 5.8375 2.8158 -3.9028 0.087
C 5.7633 -4.8865 -6.1394 0.041
N 6.3095 -4.9417 -4.7596 -0.459
O 5.8768 -5.7975 -4.0219 0.067
O 7.1501 -4.1185 -4.4712 0.059
H 5.0270 -5.6758 -6.2526 0.094
H 5.3067 -3.9075 -6.2727 0.090
H 6.5941 -5.0295 -6.8257 0.101
C -5.5297 -2.3414 1.0149 0.025
N -4.3116 -3.1560 1.2631 -0.414
O -3.2368 -2.6506 1.0177 0.052
O -4.4650 -4.2806 1.6944 0.055
H -5.2297 -1.3780 0.6354 0.042
H -6.1356 -2.8722 0.2880 0.095
H -6.0522 -2.2386 1.9629 0.112
C 3.5060 3.6048 5.3297 0.037
N 4.7476 2.8519 5.6323 -0.429
O 5.8057 3.3660 5.3488 0.081
O 4.6170 1.7584 6.1508 0.023
H 3.7733 4.5519 4.8746 0.082
H 2.9130 2.9928 4.6429 0.069
H 2.9813 3.7624 6.2687 0.077
C 5.0607 2.1325 9.2512 0.051
N 3.9483 2.8272 9.9466 -0.447
O 4.1730 3.9289 10.4038 0.052
O 2.8901 2.2448 10.0081 0.065
H 5.9386 2.7706 9.2748 0.099
H 5.2467 1.2001 9.7783 0.106
H 4.7427 1.9499 8.2273 0.061
C -8.1419 0.7194 -1.5692 0.044
N -7.2637 -0.2575 -0.8785 -0.416
O -6.0729 -0.1669 -1.0690 0.075
O -7.8176 -1.0839 -0.1690 0.042
H -7.5245 1.3868 -2.1605 0.091
H -8.8183 0.1595 -2.2020 0.064
H -8.6845 1.2698 -0.8038 0.104
C 4.0797 6.2547 8.0708 0.040
N 4.0477 7.1896 6.9161 -0.446
O 4.5362 8.2846 7.0669 0.082
O 3.5290 6.7853 5.8969 0.048
H 4.5672 6.7468 8.9054 0.098
H 3.0510 6.0027 8.3176 0.107
H 4.6377 5.3738 7.7625 0.087
C -10.3341 1.1635 -6.0254 0.052
N -9.7310 1.1996 -4.6695 -0.434
O -10.1223 0.3872 -3.8577 0.050
O -8.8871 2.0410 -4.4666 0.081
H -11.0680 0.3650 -6.0577 0.096
H -10.8027 2.1286 -6.2001 0.104
H -9.5312 0.9820 -6.7353 0.103
C -2.5021 1.4270 2.7601 0.055
N -3.5922 1.2934 1.7610 -0.435
O -3.5860 2.0504 0.8169 0.072
O -4.4174 0.4285 1.9621 0.053
H -1.8432 2.2333 2.4524 0.080
H -2.9623 1.6476 3.7202 0.106
H -1.9696 0.4795 2.7877 0.080
C 3.4630 0.9473 -7.6680 0.053
N 4.3697 -0.1150 -7.1628 -0.459
O 4.0579 -1.2678 -7.3685 0.063
O 5.3635 0.2483 -6.5754 0.057
H 2.6224 0.4769 -8.1677 0.095
H 3.1301 1.5288 -6.8112 0.100
H 4.0329 1.5611 -8.3607 0.104
C -0.7058 4.6083 -2.8842 0.052
N 0.7236 4.2190 -2.7880 -0.444
O 1.2798 4.3931 -1.7258 0.052
O 1.2320 3.7526 -3.7820 0.068
H -1.0225 5.0059 -1.9255 0.097
H -0.7875 5.3620 -3.6632 0.102
H -1.2710 3.7151 -3.1390 0.101
C 2.3088 4.5393 1.2031 0.052
N 1.6101 3.5882 2.1036 -0.417
O 0.4028 3.5717 2.0756 0.082
O 2.3055 2.8864 2.8112 0.023
H 1.5653 5.0916 0.6381 0.081
H 2.8983 5.2074 1.8268 0.105
H 2.9441 3.9558 0.5414 0.101
C -11.7216 -1.3669 -0.2839 0.046
N -12.1653 0.0159 -0.5943 -0.456
O -11.4378 0.9240 -0.2602 0.060
O -13.2262 0.1376 -1.1625 0.066
H -10.7609 -1.3190 0.2202 0.085
H -12.4754 -1.8158 0.3579 0.100
H -11.6383 -1.9022 -1.2263 0.101
```